(1)
C6H11N | ωB97M-V with the def2-TZVPD basis set

For the HOMO-LUMO gap, the calculation gives 11.861 eV. As for the SMILES: CC(C)[C@@H](C)C#N. The value obtained for the maximum force is 1.20 eV/A. For the total energy, the calculation gives -7889.550 eV. The calculation puts the LUMO energy at 0.034 Ha.

Geometry as ORCA input:
```
! RIJCOSX wB97M-V def2-TZVPD def2/J DEFGRID3
* xyz 0 1
C 1.883 -0.618 0.097
C 0.580 0.182 0.383
C 0.775 1.519 -0.380
C -0.805 -0.739 0.059
C -2.198 -0.505 0.763
C -0.923 -0.401 -1.353
N -0.810 0.133 -2.373
H 2.195 -1.256 0.928
H 2.756 0.018 -0.144
H 1.730 -1.229 -0.796
H 0.518 0.469 1.437
H 1.566 1.994 0.209
H -0.092 2.187 -0.408
H 1.163 1.422 -1.405
H -0.602 -1.822 0.169
H -3.000 -1.154 0.358
H -2.178 -0.717 1.838
H -2.558 0.517 0.618
*
```


(2)
C6H11N | ωB97M-V with the def2-TZVPD basis set

For the HOMO-LUMO gap, the calculation gives 8.671 eV. As for the SMILES: C=C/C(=C\N)CC. The value obtained for the maximum force is 1.32 eV/A. For the total energy, the calculation gives -7889.105 eV. The calculation puts the LUMO energy at 0.040 Ha.

Geometry as ORCA input:
```
! RIJCOSX wB97M-V def2-TZVPD def2/J DEFGRID3
* xyz 0 1
C -0.278 1.575 -1.737
C 0.274 1.144 -0.602
C 0.450 -0.208 -0.064
C -0.023 -1.309 -0.684
N -0.122 -1.513 -2.054
C 0.804 -0.301 1.412
C -0.368 0.082 2.315
H -0.372 2.651 -1.858
H -0.802 1.037 -2.516
H 0.707 1.928 0.021
H -0.265 -2.190 -0.105
H -0.976 -1.937 -2.393
H 0.220 -0.715 -2.571
H 1.612 0.425 1.511
H 1.142 -1.295 1.682
H -0.629 1.145 2.251
H -1.270 -0.453 2.033
H -0.103 -0.066 3.361
*
```


(3)
C6H11N | ωB97M-V with the def2-TZVPD basis set

For the HOMO-LUMO gap, the calculation gives 9.825 eV. As for the SMILES: C=N/C=C/CCC. The value obtained for the maximum force is 2.22 eV/A. For the total energy, the calculation gives -7888.808 eV. The calculation puts the LUMO energy at 0.033 Ha.

Geometry as ORCA input:
```
! RIJCOSX wB97M-V def2-TZVPD def2/J DEFGRID3
* xyz 0 1
C -2.858 0.304 1.446
N -2.045 0.793 0.607
C -1.185 -0.061 -0.050
C -0.129 0.392 -0.736
C 0.935 -0.414 -1.421
C 2.360 -0.253 -0.780
C 2.238 -0.416 0.742
H -2.969 -0.786 1.491
H -3.549 0.885 2.039
H -1.470 -1.099 -0.269
H 0.156 1.437 -0.810
H 1.062 -0.111 -2.463
H 0.748 -1.489 -1.414
H 2.735 0.734 -1.050
H 2.985 -1.059 -1.164
H 3.118 -0.924 1.170
H 2.134 0.447 1.401
H 1.406 -1.080 0.985
*
```


(4)
C6H11N | ωB97M-V with the def2-TZVPD basis set

For the HOMO-LUMO gap, the calculation gives 7.901 eV. As for the SMILES: C/C=C(N)/C=C/C. The value obtained for the maximum force is 2.44 eV/A. For the total energy, the calculation gives -7887.530 eV. The calculation puts the LUMO energy at 0.023 Ha.

Geometry as ORCA input:
```
! RIJCOSX wB97M-V def2-TZVPD def2/J DEFGRID3
* xyz 0 1
C 2.988 -0.108 0.364
C 1.661 -0.331 -0.358
C 0.514 0.303 0.041
N 0.455 1.715 0.105
C -0.699 -0.448 0.377
C -1.873 -0.078 -0.182
C -3.024 -1.086 -0.367
H 3.861 0.003 -0.290
H 3.205 -1.021 0.948
H 2.821 0.596 1.175
H 1.464 -1.349 -0.706
H -0.431 2.111 -0.164
H 1.134 2.172 -0.485
H -0.568 -1.289 1.053
H -2.165 0.971 -0.224
H -2.953 -1.512 -1.367
H -3.925 -0.505 -0.247
H -2.768 -1.846 0.380
*
```